16
Properties=species:S:1:pos:R:3 method="wB97M-V/def2-TZVPD" s2=0.755 spin_multiplicity=2 gap_ha="0.435 / 0.259"
O 1.13968 -0.72639 1.29059
C 0.24906 -0.12099 0.64265
O -0.33177 0.93845 0.85561
C -0.10221 -0.93651 -0.61496
C 0.44037 -0.29221 -1.88126
H 0.25991 -1.94810 -0.43318
H -1.17468 -1.14129 -0.63556
H 0.11946 0.73229 -2.04099
H 1.52728 -0.26684 -1.95651
H 0.16513 -0.94279 -2.71663
H 2.28247 0.56053 1.64559
H 1.82223 2.08642 1.69154
O 2.56600 1.47692 1.53407
H -3.06658 0.33837 1.60360
H -2.52055 0.13486 0.28704
O -3.37579 0.10728 0.72841

=====

17
Properties=species:S:1:pos:R:3 method="wB97M-V/def2-TZVPD" charge=-1 spin_multiplicity=1 gap_ha=0.311
O 1.04970 0.02740 0.34172
C -0.00100 0.30618 0.96198
O -0.19882 -0.23259 2.09794
C -1.06441 1.30358 0.45348
C -2.12916 0.73813 -0.48905
O -1.69784 1.09254 -1.83580
H -0.43765 2.08563 -0.01792
H -1.65299 1.88235 1.23896
H -2.22925 -0.32454 -0.37536
H -3.08921 1.17827 -0.17911
H -0.82752 0.66139 -2.05666
H 2.27679 -1.63968 0.88523
H 1.75897 -3.05094 0.73434
O 2.43848 -2.47700 1.29913
H 1.15156 0.15946 -1.16164
H 0.96901 -1.05388 -2.18139
O 1.06444 -0.15853 -2.20859

=====

M (computed, g mol⁻¹): 109.10 125.10
Energy relative to the best compared isomer or geometry (same formula, charge and spin) (computed, kJ/mol): 0.0 127.2